No. 1
The following is a DFT calculation (the ωB97M-V functional and the def2-TZVPD basis) of a 10-piece molecular cluster, ClH18O9 overall.

```
! RIJCOSX wB97M-V def2-TZVPD def2/J DEFGRID3
* xyz -1 1
H -1.46 -1.86 0.22
H -1.03 0.00 2.40
O -2.26 -2.40 0.22
O -1.71 0.47 2.92
H -1.91 0.71 -1.13
H 2.10 -0.15 1.53
H 1.46 -3.47 -0.24
H 0.62 1.74 1.88
H -1.37 0.45 3.82
H 3.08 -1.25 1.20
O -0.83 3.36 -0.57
H -0.64 2.48 -0.92
H -2.95 -1.76 0.42
H -2.94 1.18 -2.18
O -2.77 0.48 -1.53
O 2.84 0.83 -1.35
H 2.02 0.47 -0.94
H -1.90 -2.14 -2.92
O -0.98 -1.87 -2.83
H 0.01 3.83 -0.64
H 2.83 0.47 -2.24
H 1.30 -1.96 -0.41
H -1.01 -1.35 -2.02
Cl 0.06 -0.04 0.06
H 1.87 2.61 1.84
O 0.97 2.59 2.20
O 1.82 -2.72 -0.72
O 2.77 -0.72 1.94
*
```

electronic energy = -31246.4116 eV
energy relative to the best compared isomer or geometry (same formula, charge and spin) = 7.9 kcal/mol
orbital gap = 10.44 eV
highest occupied orbital energy = -7.24 eV
maximum force = 0.439 eV/Å

Results of the Mulliken charge analysis, in e, for atoms 1 through 4:
1. H 0.24
2. H 0.32
3. O -0.64
4. O -0.61

=====

No. 2
The following is a DFT calculation (the ωB97M-V functional and the def2-TZVPD basis) of a 10-piece molecular cluster, ClH18O9 overall.

```
! RIJCOSX wB97M-V def2-TZVPD def2/J DEFGRID3
* xyz 0 2
O -0.45 0.63 2.80
H -3.05 1.05 -1.89
O -2.47 -1.33 0.31
O 0.17 -2.91 -1.13
H 1.15 2.42 0.34
H 2.13 0.23 1.30
H -1.87 2.94 -1.36
H 0.22 -3.00 -2.08
O -2.66 0.21 -2.14
H -1.52 -1.22 0.29
H -0.44 -0.30 2.59
H 0.27 -2.74 2.17
H 2.70 -1.50 -2.60
H 1.53 -0.70 -2.08
H -0.93 2.18 -0.45
O 2.66 0.30 2.09
O 1.21 3.23 0.83
H -1.71 0.37 -2.11
O 1.87 -1.11 -2.87
Cl 0.51 0.27 -0.38
H 0.68 -1.62 1.24
H 0.03 1.05 2.09
H 2.49 -0.51 2.57
H 0.36 -1.99 -0.97
H -2.77 -0.99 -0.53
H 0.67 3.85 0.33
O -1.39 3.01 -0.53
O 0.61 -1.84 2.16
*
```

electronic energy = -31239.5441 eV
energy relative to the best compared isomer or geometry (same formula, charge and spin) = 0.0 kcal/mol
orbital gap (alpha / beta) = 11.19 / 4.20 eV
highest occupied orbital energy (alpha / beta) = -11.24 / -11.16 eV
maximum force = 1.432 eV/Å

Results of the Mulliken charge analysis, in e, for atoms 1 through 4:
1. O -0.35
2. H 0.33
3. O -0.61
4. O -0.58

=====

No. 3
The following is a DFT calculation (the ωB97M-V functional and the def2-TZVPD basis) of a 12-piece molecular cluster, ClH22O15 overall.

```
! RIJCOSX wB97M-V def2-TZVPD def2/J DEFGRID3
* xyz -1 1
H -2.91 0.53 -0.85
H -1.46 0.36 2.07
O 1.27 -2.74 1.58
H 2.00 -0.44 3.00
H -3.90 -0.11 -0.08
O 3.15 1.66 -1.55
H 0.56 -2.13 1.35
H 3.40 1.39 -0.70
H 0.10 -3.13 -2.19
H -1.02 -3.30 0.55
H 1.33 -0.31 -3.51
O -0.19 0.08 -4.33
O 0.02 1.78 4.05
O -1.06 -0.46 2.18
H -0.79 -0.60 -4.13
O -3.75 0.10 -0.99
O -1.96 2.04 2.30
O -1.22 -2.38 0.32
O 0.47 1.84 -1.73
H 2.22 1.79 -1.45
H 2.47 0.08 -2.46
O -1.40 0.81 -0.53
O 2.11 -0.61 -3.08
O 0.92 -0.02 -0.34
H 0.96 0.12 2.07
O 1.79 0.29 2.48
H -1.36 2.43 1.64
H 0.42 -1.57 -2.02
H -2.11 2.76 2.94
O 0.25 2.10 0.72
H 0.85 1.42 3.70
Cl 0.06 1.18 -0.45
H -1.16 -0.76 1.25
H 2.05 -2.31 1.27
O -0.25 -2.23 -2.16
H -0.46 0.72 -3.67
H -0.55 1.95 3.31
H -0.86 -2.29 -0.57
*
```

electronic energy = -43587.9585 eV
energy relative to the best compared isomer or geometry (same formula, charge and spin) = 12.7 kcal/mol
orbital gap = 10.39 eV
highest occupied orbital energy = -7.60 eV
maximum force = 3.877 eV/Å

Results of the Mulliken charge analysis, in e, for atoms 1 through 4:
1. H 0.65
2. H 0.47
3. O -0.73
4. H 0.28

=====

No. 4
The following is a DFT calculation (the ωB97M-V functional and the def2-TZVPD basis) of a 3-piece molecular cluster, ClH2N2O overall.

```
! RIJCOSX wB97M-V def2-TZVPD def2/J DEFGRID3
* xyz -1 1
N 1.16 -0.07 -0.33
H -1.22 -0.20 -1.85
Cl 1.56 -1.96 4.33
H -1.49 0.95 -0.94
O 1.25 0.46 0.70
N -1.25 0.82 -1.92
*
```

electronic energy = -17580.0370 eV
energy relative to the best compared isomer or geometry (same formula, charge and spin) = 129.5 kcal/mol
orbital gap (alpha / beta) = 6.29 / 4.94 eV
highest occupied orbital energy (alpha / beta) = -3.49 / -3.49 eV
maximum force = 2.863 eV/Å

Results of the Mulliken charge analysis, in e, for atoms 1 through 4:
1. N 0.14
2. H 0.23
3. Cl -1.00
4. H 0.24

=====

No. 5
The following is a DFT calculation (the ωB97M-V functional and the def2-TZVPD basis) of a 2-piece molecular cluster, ClH2N2O overall.

```
! RIJCOSX wB97M-V def2-TZVPD def2/J DEFGRID3
* xyz -1 1
H -1.27 0.20 -0.22
O -0.60 -1.66 -1.47
Cl 1.38 1.93 1.67
N -0.20 0.02 -0.13
N 0.26 -1.01 -0.56
H 0.44 0.52 0.70
*
```

electronic energy = -17582.1430 eV
energy relative to the best compared isomer or geometry (same formula, charge and spin) = 80.9 kcal/mol
orbital gap = 9.64 eV
highest occupied orbital energy = -5.01 eV
maximum force = 7.948 eV/Å

Results of the Mulliken charge analysis, in e, for atoms 1 through 4:
1. H 0.24
2. O -0.59
3. Cl -0.83
4. N 0.02

=====

No. 6
The following is a DFT calculation (the ωB97M-V functional and the def2-TZVPD basis) of an isolated ion of composition ClH2NO2P and charge -1.

```
! RIJCOSX wB97M-V def2-TZVPD def2/J DEFGRID3
* xyz -1 1
H -1.39 -0.38 -0.68
P 0.60 -0.07 0.04
O 1.03 -0.47 1.39
N -1.10 0.19 0.08
H -1.31 -0.01 1.10
O 0.97 -0.98 -1.35
Cl 1.20 1.71 -0.58
*
```

electronic energy = -27432.7524 eV
energy relative to the best compared isomer or geometry (same formula, charge and spin) = 26.2 kcal/mol
orbital gap = 8.36 eV
structure (SMILES) = N[P@](=O)([O-])Cl
highest occupied orbital energy = -4.40 eV
maximum force = 7.561 eV/Å

Results of the Mulliken charge analysis, in e, for atoms 1 through 4:
1. H 0.25
2. P 0.93
3. O -0.68
4. N -0.66

=====

No. 7
The following is a DFT calculation (the ωB97M-V functional and the def2-TZVPD basis) of one molecule with the formula ClH2NO2Si.

```
! RIJCOSX wB97M-V def2-TZVPD def2/J DEFGRID3
* xyz 0 1
Cl 0.08 2.49 -0.07
Si 0.20 0.43 0.10
O 4.09 0.17 -0.04
H -0.11 -0.23 -1.24
N 3.13 0.73 -0.27
H -0.40 0.17 1.26
O 1.75 -0.03 0.33
*
```

electronic energy = -26016.2633 eV
energy relative to the best compared isomer or geometry (same formula, charge and spin) = 0.0 kcal/mol
orbital gap = 9.78 eV
structure (SMILES) = O=NO[SiH2]Cl
highest occupied orbital energy = -10.82 eV
maximum force = 4.521 eV/Å

Results of the Mulliken charge analysis, in e, for atoms 1 through 4:
1. Cl -0.26
2. Si 0.50
3. O -0.15
4. H -0.09

=====

No. 8
The following is a DFT calculation (the ωB97M-V functional and the def2-TZVPD basis) of a 2-piece molecular cluster, ClH2NOS overall.

```
! RIJCOSX wB97M-V def2-TZVPD def2/J DEFGRID3
* xyz 0 1
H 1.39 0.18 -2.81
S -1.70 0.26 0.28
N -1.46 -0.14 1.75
H 0.97 -0.36 -0.97
O 0.88 0.20 -1.77
Cl -3.67 0.03 -0.51
*
```

electronic energy = -26924.6284 eV
energy relative to the best compared isomer or geometry (same formula, charge and spin) = 53.8 kcal/mol
orbital gap = 8.75 eV
highest occupied orbital energy = -10.39 eV
maximum force = 6.122 eV/Å

Results of the Mulliken charge analysis, in e, for atoms 1 through 4:
1. H 0.35
2. S 0.42
3. N -0.21
4. H 0.33